{"formula": "C36H55F12N5O8", "method": "the ωB97M-V functional and the def2-TZVPD basis", "smiles": "CCOC(=O)C(F)(F)F.CCOC(=O)C(F)(F)F.CCOC(=O)C(F)(F)F.CCOC(=O)C(F)(F)F.CCCC#N.CCCC#N.CCCC#N.CCCC#N.CCCC#N", "homo_ev": -11.203, "largest_force_ha_per_bohr": 0.0634, "charge": 0, "e_above_lowest_kj_mol": 77.1, "homo_lumo_gap_ha": 0.4159, "species": ["C", "C", "C", "C", "N", "H", "H", "H", "H", "H", "H", "H", "C", "C", "C", "C", "N", "H", "H", "H", "H", "H", "H", "H", "C", "C", "C", "C", "N", "H", "H", "H", "H", "H", "H", "H", "C", "C", "C", "C", "N", "H", "H", "H", "H", "H", "H", "H", "C", "C", "C", "C", "N", "H", "H", "H", "H", "H", "H", "H", "C", "C", "O", "C", "O", "C", "F", "F", "F", "H", "H", "H", "H", "H", "C", "C", "O", "C", "O", "C", "F", "F", "F", "H", "H", "H", "H", "H", "C", "C", "O", "C", "O", "C", "F", "F", "F", "H", "H", "H", "H", "H", "C", "C", "O", "C", "O", "C", "F", "F", "F", "H", "H", "H", "H", "H"], "coordinates": [[-1.6113, 2.1020, 7.2807], [-2.1503, 3.1464, 6.2930], [-3.2418, 2.4789, 5.3344], [-4.5358, 2.2478, 5.9777], [-5.6085, 2.2245, 6.3607], [-2.4746, 1.6740, 7.8192], [-0.8708, 2.6163, 7.9182], [-1.1255, 1.2572, 6.7121], [-1.2969, 3.4883, 5.6443], [-2.6463, 3.9702, 6.7991], [-2.7784, 1.5193, 4.9484], [-3.4949, 2.9732, 4.3887], [-6.3379, 3.4095, 2.0213], [-7.0300, 2.0556, 1.7952], [-6.5136, 1.0264, 2.7434], [-5.0746, 0.7546, 2.6284], [-3.9553, 0.5375, 2.4635], [-6.7208, 4.1487, 1.2235], [-5.2856, 3.2403, 1.8586], [-6.5570, 3.9152, 2.9992], [-6.9159, 1.8534, 0.7491], [-8.1145, 2.1595, 1.9095], [-7.0161, 0.0835, 2.5866], [-6.8066, 1.3457, 3.7529], [-0.3396, 3.4906, 0.9245], [-0.9167, 2.7827, 2.1845], [0.2426, 2.4493, 3.1295], [1.1980, 3.5054, 3.3840], [1.8143, 4.4628, 3.5648], [0.2765, 2.9420, 0.2382], [0.3244, 4.2709, 1.3121], [-1.1725, 3.9344, 0.2861], [-1.4892, 1.8672, 2.0159], [-1.6870, 3.3839, 2.6757], [0.7741, 1.5690, 2.7797], [-0.1009, 2.2397, 4.1467], [-0.3930, -6.5005, -3.1434], [-0.1549, -5.4222, -2.1313], [0.7786, -5.8264, -0.9630], [2.1301, -6.1426, -1.4346], [3.2029, -6.3243, -1.7899], [-1.0609, -6.0660, -3.9189], [-0.9065, -7.3816, -2.7092], [0.4934, -6.7620, -3.6625], [-1.1362, -5.1372, -1.7499], [0.2239, -4.4524, -2.4894], [0.4697, -6.7315, -0.4318], [0.8450, -4.9511, -0.2575], [-4.6940, 3.4957, -2.6919], [-4.0330, 3.1067, -1.3699], [-3.3562, 1.7383, -1.5309], [-4.2758, 0.6553, -1.5832], [-5.1375, -0.1037, -1.6846], [-5.1469, 4.4848, -2.6835], [-5.4618, 2.7449, -2.9648], [-3.9108, 3.5159, -3.4370], [-4.7246, 3.0529, -0.5145], [-3.2698, 3.7966, -1.0438], [-2.5687, 1.6258, -0.7342], [-2.6588, 1.7179, -2.4183], [1.5564, 2.9519, -4.3390], [1.2606, 1.5511, -3.9121], [0.4690, 0.9084, -5.0488], [-0.7937, 1.2794, -5.0696], [-1.4576, 1.8022, -4.2293], [-1.4294, 0.9925, -6.4846], [-0.4513, 0.6184, -7.3146], [-2.3053, 0.0000, -6.4811], [-1.9786, 2.0880, -7.0028], [2.2822, 3.0190, -5.1751], [1.7630, 3.5522, -3.4598], [0.5904, 3.3906, -4.6392], [0.6228, 1.4988, -3.0387], [2.1979, 0.9458, -3.8243], [4.5221, -3.2955, -3.0899], [3.8754, -3.9527, -4.2943], [2.6294, -3.2482, -4.6098], [1.6829, -3.8745, -5.2106], [1.6003, -5.0668, -5.4692], [0.5508, -2.8503, -5.4909], [-0.6412, -3.4226, -5.6119], [0.3682, -1.8818, -4.6603], [0.8443, -2.3106, -6.7135], [4.7224, -2.2402, -3.2613], [5.4130, -3.7934, -2.7081], [3.8225, -3.3274, -2.2290], [3.6081, -4.9902, -4.1926], [4.4958, -3.8254, -5.1758], [9.9142, 0.1388, 4.5736], [8.8736, 0.7692, 3.7289], [8.4958, -0.0915, 2.6292], [7.1947, -0.3752, 2.3599], [6.2569, -0.2271, 3.0746], [7.2486, -1.0548, 0.8773], [7.5113, -0.1748, -0.0382], [8.2014, -1.9818, 0.8159], [6.1473, -1.7303, 0.6480], [10.2545, 0.7758, 5.4234], [10.7780, -0.1051, 3.9717], [9.4660, -0.7577, 4.9796], [9.1582, 1.7167, 3.2115], [8.0086, 0.9734, 4.3935], [-1.1345, -1.3804, -1.0022], [-1.6231, -1.3011, 0.4206], [-0.4855, -1.2506, 1.3154], [0.2504, -2.3271, 1.5900], [-0.0454, -3.4478, 1.2576], [1.5433, -1.9396, 2.3039], [2.3201, -2.9814, 2.4750], [2.1518, -0.9961, 1.5281], [1.1931, -1.4033, 3.5160], [-0.8193, -2.4013, -1.2592], [-0.3533, -0.6988, -1.2217], [-1.9456, -1.1510, -1.7155], [-2.3537, -2.0584, 0.7546], [-2.0428, -0.3168, 0.6129]], "mulliken_charge": [-1.06, -0.40, 0.33, -0.01, -0.55, 0.35, 0.35, 0.25, 0.20, 0.42, 0.17, -0.02, -0.84, -0.48, -0.36, 0.22, -0.38, 0.29, 0.07, 0.34, 0.28, 0.35, 0.32, 0.23, -1.35, 0.65, 0.35, 0.10, -0.51, 0.31, 0.51, 0.14, -0.04, -0.01, -0.13, -0.07, -1.36, 0.20, 0.06, 0.22, -0.51, 0.32, 0.36, 0.37, 0.45, -0.27, 0.40, -0.19, -1.17, -0.01, 1.89, 0.24, -0.65, 0.42, 0.33, 0.20, -0.16, 0.29, -0.48, -0.73, -1.14, 0.08, -0.26, 0.44, -0.64, 0.75, -0.26, -0.24, -0.25, 0.30, 0.39, 0.31, 0.11, 0.30, -1.06, -0.33, -0.21, 0.30, -0.57, 1.02, -0.28, -0.22, -0.28, 0.36, 0.39, 0.16, 0.43, 0.26, -1.14, -0.18, -0.25, 0.39, -0.51, 0.90, -0.24, -0.27, -0.23, 0.35, 0.30, 0.30, 0.29, 0.28, -0.89, 0.41, -0.11, 0.28, -0.64, 0.84, -0.21, -0.25, -0.25, -0.08, 0.44, 0.48, 0.30, -0.44]}


{"formula": "C30H31AsN6OV", "method": "the ωB97M-V functional and the def2-TZVPD basis", "homo_ev": [-15.733, -15.725], "largest_force_ha_per_bohr": 0.0860, "charge": 3, "homo_lumo_gap_ha": [0.1714, 0.1681], "species": ["V", "C", "C", "N", "C", "C", "N", "C", "C", "C", "C", "C", "N", "C", "C", "N", "C", "C", "N", "C", "C", "C", "N", "C", "C", "H", "H", "H", "H", "H", "H", "H", "H", "H", "H", "H", "H", "C", "As", "C", "C", "C", "C", "C", "C", "C", "C", "H", "H", "H", "H", "H", "H", "H", "H", "H", "H", "H", "H", "H", "C", "O", "C", "C", "H", "H", "H", "H", "H", "H"], "coordinates": [[-0.3349, 0.3655, -0.6825], [-3.6207, -2.2906, 1.1224], [-2.7413, -1.7602, 0.1462], [-1.6218, -1.0063, 0.4772], [-1.6523, -0.6957, 1.8167], [-2.4304, -1.2976, 2.7485], [-3.4803, -2.0735, 2.4249], [-0.8353, 0.4783, 2.1575], [-1.0107, 1.1596, 3.4142], [-0.3727, 2.4178, 3.6092], [0.5899, 2.7830, 2.6292], [0.7387, 2.0615, 1.4255], [-0.1527, 1.0237, 1.1805], [1.4287, 2.4621, 0.2222], [2.1842, 3.6445, 0.1801], [2.8700, 3.9463, -0.9118], [2.8376, 3.1375, -1.9562], [2.0330, 2.0058, -1.9493], [1.2787, 1.6881, -0.9045], [-0.8636, 3.3072, 4.6435], [-0.7311, 4.6853, 4.5787], [-1.3689, 5.4649, 5.5265], [-2.0209, 4.9384, 6.5956], [-1.9021, 3.6209, 6.8071], [-1.4178, 2.7557, 5.8340], [-4.4375, -2.9172, 0.7737], [-3.0268, -1.8835, -0.8948], [-2.1925, -1.0595, 3.7577], [-1.7116, 0.7322, 4.1596], [1.2509, 3.6598, 2.6760], [2.1229, 4.3356, 0.9392], [3.5196, 3.3755, -2.6952], [2.0401, 1.2635, -2.7270], [-0.3161, 5.2381, 3.6837], [-1.4506, 6.5590, 5.3744], [-2.2397, 3.2078, 7.7825], [-1.2845, 1.6428, 6.0068], [2.7325, -1.7810, -2.8394], [1.0910, -1.5761, -1.7700], [1.8107, -2.3350, -0.0482], [0.0581, -3.0471, -2.7967], [0.8474, -4.2419, -3.2672], [1.3587, -5.1204, -2.2745], [2.0652, -6.2496, -2.6820], [2.4534, -6.4527, -4.0254], [2.0979, -5.4527, -4.9763], [1.3679, -4.3668, -4.5988], [3.4366, -0.9484, -2.6708], [2.6513, -1.8394, -3.9452], [3.1399, -2.7328, -2.5433], [1.2967, -1.9672, 0.8503], [2.9017, -2.1138, -0.0838], [1.6464, -3.4037, -0.1697], [-0.4218, -2.5296, -3.6080], [-0.6042, -3.4117, -2.0431], [0.9683, -5.0557, -1.2108], [2.4184, -6.9147, -1.8253], [2.8354, -7.4404, -4.3033], [2.3790, -5.5199, -6.0402], [1.0448, -3.5835, -5.3230], [-2.4873, 3.0923, -0.3490], [-1.9645, 2.6303, -1.5717], [-1.4086, 1.4156, -1.7392], [-1.4155, 1.0961, -3.2167], [-3.5066, 3.3746, -0.4933], [-1.9801, 4.0223, -0.1201], [-2.3661, 2.4163, 0.5414], [-0.5328, 1.4893, -3.7124], [-2.2464, 1.5687, -3.6851], [-1.3447, 0.0022, -3.4310]], "nbo_charge": [1.33, 0.03, 0.06, -0.51, 0.10, 0.05, -0.24, 0.30, -0.20, 0.12, -0.17, 0.19, -0.61, 0.13, 0.08, -0.27, 0.05, 0.04, -0.50, -0.12, -0.20, 0.05, -0.31, 0.05, -0.20, 0.26, 0.24, 0.23, 0.26, 0.26, 0.22, 0.25, 0.23, 0.22, 0.24, 0.24, 0.23, -0.89, 0.83, -0.88, -0.59, -0.08, -0.23, -0.20, -0.15, -0.19, -0.20, 0.25, 0.28, 0.27, 0.23, 0.27, 0.27, 0.24, 0.23, 0.20, 0.25, 0.26, 0.25, 0.22, -0.26, -0.42, 0.20, -0.72, 0.25, 0.22, 0.18, 0.27, 0.31, 0.25]}


{"formula": "C32H28BrF4N7P2PtS2", "method": "the ωB97M-V functional and the def2-TZVPD basis", "homo_ev": [-13.934, -13.934], "largest_force_ha_per_bohr": 0.0126, "charge": 2, "e_above_lowest_kj_mol": 0.0, "homo_lumo_gap_ha": [0.2300, 0.2300], "species": ["Pt", "F", "C", "C", "F", "C", "F", "C", "P", "C", "C", "C", "C", "C", "C", "C", "C", "C", "C", "C", "C", "C", "Br", "C", "F", "H", "H", "H", "H", "H", "H", "H", "H", "H", "H", "S", "C", "C", "N", "C", "S", "C", "N", "C", "N", "C", "N", "C", "N", "C", "P", "C", "C", "H", "H", "H", "H", "H", "H", "H", "H", "H", "H", "H", "H", "C", "N", "C", "C", "N", "C", "H", "H", "H", "H", "H", "H"], "coordinates": [[-1.3461, 0.4422, 0.1542], [-1.9399, -2.3390, 6.8625], [-1.5009, -1.9888, 5.6782], [-0.2606, -2.4186, 5.2375], [0.4917, -3.1792, 6.0039], [0.1839, -2.0340, 3.9830], [1.3871, -2.4545, 3.6049], [-0.5730, -1.2238, 3.1373], [0.1396, -0.8643, 1.5029], [0.5760, -2.4948, 0.8586], [1.8812, -2.8331, 0.5014], [2.1543, -4.1029, 0.0175], [1.1385, -5.0425, -0.0970], [-0.1538, -4.7222, 0.2960], [-0.4356, -3.4541, 0.7786], [1.6546, 0.0712, 1.8066], [2.0454, 0.4838, 3.0756], [3.2042, 1.2308, 3.2368], [3.9768, 1.5682, 2.1365], [3.5936, 1.1584, 0.8642], [2.4362, 0.4182, 0.7033], [-1.8202, -0.8024, 3.6090], [-2.9823, 0.2871, 2.6004], [-2.2764, -1.1777, 4.8580], [-3.4575, -0.7761, 5.2952], [2.6915, -2.1276, 0.6219], [3.1686, -4.3648, -0.2520], [1.3599, -6.0341, -0.4683], [-0.9403, -5.4625, 0.2390], [-1.4390, -3.2303, 1.1213], [1.4565, 0.2287, 3.9476], [3.5060, 1.5423, 4.2277], [4.8846, 2.1415, 2.2680], [4.2054, 1.4086, 0.0070], [2.1469, 0.0797, -0.2849], [-3.1143, 1.7458, -0.6620], [-4.1250, 0.5556, -1.4185], [-5.2189, 1.0641, -2.1858], [-6.0810, 1.4819, -2.8198], [-3.8623, -0.7676, -1.3564], [-2.4714, -1.4381, -0.5495], [-4.6415, -1.7393, -2.0577], [-5.2157, -2.5434, -2.6444], [2.0214, -0.1317, -3.7920], [1.0480, -1.2137, -3.6682], [-0.0074, -1.0430, -4.6708], [-0.6509, 0.2669, -4.5890], [0.3561, 1.3159, -4.7075], [1.4076, 1.1954, -3.6945], [0.9404, 1.5101, -2.3605], [-0.3621, 0.2536, -1.9212], [0.5201, -1.3243, -2.3217], [-1.4677, 0.4197, -3.4006], [2.4989, -0.2072, -4.7684], [2.7891, -0.2376, -3.0231], [-0.7550, -1.8275, -4.5523], [0.4424, -1.1394, -5.6585], [-0.1197, 2.2941, -4.6267], [0.8220, 1.2393, -5.6895], [0.5092, 2.5106, -2.3415], [1.7592, 1.4799, -1.6411], [-0.1853, -2.1533, -2.2366], [1.3255, -1.4950, -1.6086], [-1.9542, 1.3960, -3.3849], [-2.2356, -0.3524, -3.3659], [-0.1224, 5.8286, 0.5684], [-0.2320, 4.4251, 0.9710], [-0.1566, 3.9471, 2.2547], [-0.3618, 2.6083, 2.1819], [-0.5483, 2.2619, 0.8606], [-0.4783, 3.3927, 0.1649], [0.6277, 6.3150, 1.1853], [-1.0810, 6.3264, 0.6938], [0.1857, 5.8793, -0.4721], [0.0262, 4.5916, 3.0968], [-0.3774, 1.8856, 2.9770], [-0.6101, 3.4892, -0.8978]], "mulliken_charge": [3.58, -0.25, 0.47, 0.44, -0.26, -0.08, -0.38, 0.21, -0.72, 1.45, -0.44, -0.67, -0.67, -0.95, -0.96, 0.80, -1.14, -0.80, -0.85, -1.11, -0.68, -0.22, -0.02, 0.40, -0.29, 0.51, 0.50, 0.46, 0.50, 0.49, 0.40, 0.48, 0.46, 0.54, 0.82, -0.38, 0.68, -0.29, -0.34, 0.26, -0.06, -0.29, -0.36, -0.91, 0.14, -0.94, 0.22, -1.01, 0.16, -1.18, 1.95, -1.07, -1.21, 0.29, 0.39, 0.40, 0.33, 0.39, 0.32, 0.61, 0.06, 0.52, 0.34, 0.40, 0.38, -0.88, 0.05, -0.69, -0.61, 0.39, -0.54, 0.35, 0.34, 0.36, 0.52, 0.41, 0.49]}


{"formula": "C3H5BrFN", "method": "the ωB97M-V functional and the def2-TZVPD basis", "smiles": "F[C@H]1NC[C@H]1Br", "homo_ev": -9.631, "largest_force_ha_per_bohr": 0.0671, "charge": 0, "e_above_lowest_kj_mol": 25.4, "homo_lumo_gap_ha": 0.3870, "species": ["C", "C", "C", "N", "F", "Br", "H", "H", "H", "H", "H"], "coordinates": [[-0.4090, -0.9956, -0.4298], [0.5815, -0.4001, 0.5363], [-0.1579, 1.0301, 0.3907], [-1.0788, 0.3015, -0.4851], [0.5991, 2.0182, -0.1436], [2.4297, -0.3054, -0.0930], [0.1238, -1.4792, -1.3774], [-0.8678, -1.6808, 0.2117], [0.4939, -0.7103, 1.6254], [-0.6516, 1.6340, 1.2372], [-1.0630, 0.5876, -1.4724]], "nbo_charge": [-0.26, -0.28, 0.33, -0.64, -0.35, 0.02, 0.21, 0.20, 0.23, 0.17, 0.38]}